The following is a DFT calculation (wB97M-V/def2-TZVPD) of a molecular structure, C5H21O8.

Values from the calculation:
* HOMO-LUMO gap: 8.72 eV
* energy relative to the best compared isomer or geometry (same formula, charge and spin): 114.59 kcal/mol
* total charge: -1

CARTESIAN COORDINATES (ANGSTROEM)
O  2.31  -0.85  1.14
C  1.16  -0.89  0.86
C  0.64  -0.02  -0.33
C  -0.38  0.89  0.19
C  -0.11  2.24  0.66
C  0.36  3.00  -0.54
O  -0.08  4.12  -0.66
H  0.42  -1.54  1.39
H  0.44  -0.83  -1.04
H  1.59  0.47  -0.72
H  -0.88  0.40  1.07
H  -1.26  0.92  -0.48
H  -0.84  2.70  1.28
H  0.81  2.27  1.38
H  0.91  2.49  -1.22
H  -2.62  0.53  -3.65
H  -1.02  -2.00  -1.50
H  -1.11  -3.12  -0.10
O  -0.93  -2.13  0.09
H  0.05  -0.91  -3.84
H  0.52  0.31  -3.26
O  0.60  -0.26  -4.02
H  -0.78  -1.71  3.48
H  0.30  -0.66  3.85
O  0.00  -1.47  4.06
H  -2.39  -2.49  2.58
H  -1.57  -1.77  1.44
O  -1.84  -1.75  2.45
H  -0.50  -2.78  -2.78
H  -3.17  0.88  -3.21
O  -0.91  -1.94  -2.56
H  3.44  1.76  0.60
H  3.56  1.73  2.05
O  3.24  2.39  1.34